{"formula": "C22H34InO36S8", "method": "ωB97M-V/def2-TZVPD", "elements": ["In", "C", "C", "C", "O", "C", "C", "C", "O", "O", "O", "H", "H", "C", "C", "O", "S", "O", "O", "O", "H", "H", "H", "H", "C", "C", "O", "S", "O", "O", "O", "H", "H", "H", "H", "C", "C", "O", "S", "O", "O", "O", "H", "H", "H", "H", "C", "C", "O", "S", "O", "O", "O", "H", "H", "H", "H", "C", "C", "O", "S", "O", "O", "O", "H", "H", "H", "H", "C", "C", "O", "S", "O", "O", "O", "H", "H", "H", "H", "C", "C", "O", "S", "O", "O", "O", "H", "H", "H", "H", "C", "C", "O", "S", "O", "O", "O", "H", "H", "H", "H"], "coordinates": [[3.02, -5.62, 7.44], [0.52, 0.24, 1.94], [1.11, -0.94, 2.50], [2.05, -1.85, 1.58], [2.61, -2.85, 2.13], [2.35, -1.43, 0.23], [1.91, -0.19, -0.15], [0.86, 0.62, 0.67], [0.25, 1.71, 0.28], [2.35, 0.22, -1.26], [1.01, -1.29, 3.73], [-0.14, 0.75, 2.62], [2.96, -2.04, -0.41], [-6.43, -3.35, 11.07], [-6.09, -2.47, 12.30], [-4.77, -2.15, 12.17], [-4.19, -2.20, 10.61], [-2.89, -2.83, 10.39], [-4.29, -0.83, 10.05], [-5.39, -3.23, 10.10], [-7.31, -3.13, 10.47], [-6.45, -4.37, 11.45], [-6.23, -2.87, 13.31], [-6.64, -1.55, 12.13], [-3.52, -4.21, 0.27], [-2.88, -5.54, -0.11], [-2.31, -5.98, 1.08], [-3.32, -5.79, 2.32], [-2.49, -5.63, 3.48], [-4.43, -6.71, 2.35], [-3.79, -4.34, 1.62], [-4.54, -4.10, -0.08], [-2.89, -3.34, 0.11], [-2.15, -5.48, -0.92], [-3.46, -6.37, -0.53], [-1.94, -1.33, -6.76], [-2.53, -1.88, -8.09], [-3.89, -1.93, -7.95], [-4.42, -1.97, -6.39], [-4.24, -3.37, -5.88], [-5.66, -1.26, -6.15], [-3.03, -1.12, -5.89], [-1.27, -0.47, -6.81], [-1.28, -2.08, -6.34], [-2.26, -2.89, -8.37], [-2.24, -1.13, -8.82], [9.38, 0.59, -1.86], [9.54, -0.91, -1.70], [10.94, -1.18, -1.34], [11.70, 0.23, -0.82], [12.96, 0.27, -1.62], [11.75, 0.36, 0.65], [10.54, 1.22, -1.42], [8.53, 1.03, -1.34], [8.99, 0.84, -2.85], [9.10, -1.45, -2.53], [8.95, -1.29, -0.86], [-3.53, 7.14, -3.33], [-3.44, 5.97, -4.31], [-2.49, 6.46, -5.16], [-2.76, 8.01, -5.59], [-3.79, 8.34, -6.58], [-1.46, 8.58, -5.95], [-3.14, 8.35, -4.03], [-2.82, 7.04, -2.51], [-4.56, 7.24, -2.98], [-4.33, 5.90, -4.95], [-3.18, 4.97, -3.96], [3.65, 7.98, -0.98], [3.44, 7.38, -2.37], [4.45, 7.97, -3.15], [5.85, 8.21, -2.21], [6.73, 9.33, -2.63], [6.58, 6.90, -2.07], [4.93, 8.53, -0.86], [3.57, 7.14, -0.28], [2.83, 8.61, -0.65], [2.46, 7.58, -2.81], [3.53, 6.29, -2.35], [4.66, -7.79, -1.39], [5.92, -7.27, -2.08], [6.69, -6.89, -0.93], [6.52, -7.88, 0.38], [6.38, -7.18, 1.66], [7.46, -8.99, 0.17], [4.93, -8.39, -0.09], [4.17, -8.57, -1.98], [4.01, -6.96, -1.10], [5.67, -6.42, -2.70], [6.47, -7.88, -2.80], [-6.60, 2.59, 1.89], [-6.40, 3.98, 2.39], [-7.45, 4.81, 1.98], [-8.61, 4.02, 1.03], [-8.50, 4.42, -0.40], [-9.97, 4.02, 1.57], [-7.93, 2.57, 1.36], [-6.31, 1.83, 2.61], [-6.06, 2.52, 0.95], [-5.45, 4.28, 1.95], [-6.16, 4.14, 3.44]], "lowdin_charge": [1.00, 0.15, -0.24, -0.25, 0.09, 0.17, -0.30, -0.25, 0.10, 0.13, 0.08, 0.16, 0.16, -0.16, -0.20, -0.20, 0.77, -0.27, -0.27, -0.20, 0.14, 0.12, 0.14, 0.13, -0.19, -0.19, -0.20, 0.71, -0.24, -0.22, -0.21, 0.14, 0.13, 0.13, 0.13, -0.19, -0.20, -0.20, 0.80, -0.28, -0.22, -0.21, 0.13, 0.12, 0.14, 0.13, -0.21, -0.16, -0.21, 0.78, -0.26, -0.26, -0.19, 0.13, 0.13, 0.13, 0.12, -0.14, -0.21, -0.22, 0.72, -0.24, -0.25, -0.20, 0.13, 0.13, 0.13, 0.14, -0.21, -0.20, -0.21, 0.82, -0.24, -0.29, -0.19, 0.12, 0.13, 0.13, 0.12, -0.17, -0.16, -0.23, 0.78, -0.26, -0.25, -0.22, 0.13, 0.12, 0.13, 0.13, -0.16, -0.22, -0.19, 0.77, -0.26, -0.24, -0.21, 0.14, 0.13, 0.12, 0.13], "fmax_ha_per_bohr": 0.1097, "total_charge": 1, "gap_ev": 4.66, "lumo_energy_ev": -7.454}